Entry 1:
Entry from the Open Molecules 2025 dataset: a cluster of 12 separate species, C50H70N12 in total in a non-equilibrium geometry (wB97M-V/def2-TZVPD).

XYZ file:
```
132
Properties=species:S:1:pos:R:3
C -31.02 9.95 -15.78
C -32.21 9.22 -16.11
C -32.56 9.63 -17.38
N -31.57 10.42 -17.86
C -30.65 10.68 -16.87
H -30.49 9.93 -14.84
H -32.70 8.44 -15.53
H -33.42 9.37 -17.99
H -31.50 10.82 -18.79
H -29.80 11.33 -17.01
C -27.06 15.80 -12.44
C -27.00 15.44 -13.79
C -25.75 15.71 -14.29
N -25.05 16.30 -13.18
C -25.85 16.38 -12.09
H -27.95 15.86 -11.84
H -27.74 15.01 -14.44
H -25.16 15.60 -15.19
H -24.12 16.69 -13.23
H -25.53 16.84 -11.16
C -25.80 9.82 -21.36
C -26.59 10.08 -22.51
C -25.79 10.83 -23.34
N -24.60 11.09 -22.75
C -24.59 10.56 -21.48
H -25.96 9.25 -20.46
H -27.56 9.69 -22.77
H -26.02 11.14 -24.35
H -23.84 11.67 -23.08
H -23.78 10.73 -20.78
C -24.18 5.55 -20.08
C -24.04 6.91 -20.48
C -23.44 7.52 -19.39
N -23.11 6.66 -18.40
C -23.53 5.42 -18.85
H -24.68 4.78 -20.66
H -24.41 7.41 -21.36
H -23.25 8.57 -19.23
H -22.64 6.87 -17.53
H -23.42 4.53 -18.26
C -19.72 9.58 -18.15
C -20.91 9.71 -18.75
C -21.86 10.26 -17.89
N -21.20 10.42 -16.70
C -19.92 9.98 -16.87
H -18.77 9.14 -18.41
H -21.01 9.38 -19.77
H -22.88 10.59 -17.96
H -21.48 10.90 -15.85
H -19.29 10.04 -16.00
C -21.36 11.33 -13.78
C -21.44 12.57 -14.42
C -22.76 12.76 -14.82
N -23.47 11.68 -14.56
C -22.63 10.77 -13.95
H -20.46 10.86 -13.40
H -20.71 13.37 -14.44
H -23.27 13.62 -15.23
H -24.46 11.61 -14.73
H -22.99 9.80 -13.63
C -27.84 8.57 -11.32
C -27.16 8.09 -10.18
C -26.85 9.16 -9.47
N -27.34 10.30 -10.07
C -28.05 9.89 -11.17
H -28.22 7.94 -12.11
H -26.93 7.05 -9.98
H -26.31 9.23 -8.53
H -27.30 11.24 -9.71
H -28.62 10.58 -11.78
C -27.93 6.39 -14.94
C -26.89 5.73 -15.58
C -27.09 5.64 -16.94
N -28.38 6.02 -17.13
C -28.84 6.53 -16.00
H -28.08 6.76 -13.93
H -26.03 5.36 -15.04
H -26.47 5.31 -17.76
H -28.93 6.01 -17.97
H -29.84 6.92 -15.93
C -28.81 15.39 -17.56
C -29.37 14.42 -18.38
C -30.49 13.93 -17.74
N -30.67 14.60 -16.57
C -29.64 15.43 -16.42
H -27.89 15.91 -17.76
H -29.05 14.23 -19.39
H -31.21 13.19 -18.06
H -31.34 14.35 -15.86
H -29.47 15.96 -15.49
C -26.95 13.74 -21.77
C -27.93 14.38 -22.55
C -28.04 15.65 -22.07
N -27.05 15.90 -21.13
C -26.39 14.68 -20.94
H -26.54 12.74 -21.82
H -28.57 13.92 -23.29
H -28.76 16.41 -22.32
H -26.88 16.78 -20.66
H -25.65 14.58 -20.16
C -30.03 6.65 -21.06
C -28.75 7.17 -21.00
C -28.72 7.99 -19.84
N -29.93 7.99 -19.19
C -30.71 7.15 -19.97
H -30.44 6.04 -21.86
H -27.94 7.05 -21.71
H -27.99 8.62 -19.36
H -30.18 8.56 -18.39
H -31.75 7.02 -19.72
C -25.07 8.98 -16.27
C -26.22 9.85 -15.74
N -25.92 11.30 -15.91
C -26.87 12.23 -15.30
C -27.06 11.91 -13.83
C -25.73 11.61 -17.35
C -26.97 11.51 -18.24
H -24.04 9.30 -16.11
H -25.06 8.84 -17.35
H -25.20 7.95 -15.95
H -27.14 9.65 -16.28
H -26.29 9.60 -14.68
H -26.34 13.18 -15.35
H -27.83 12.32 -15.80
H -27.48 12.69 -13.20
H -27.72 11.04 -13.83
H -26.20 11.54 -13.28
H -24.94 11.03 -17.81
H -25.45 12.66 -17.43
H -27.50 10.56 -18.31
H -26.71 11.89 -19.22
H -27.68 12.26 -17.89
```

Calculated values
HOMO (eV): -7.67
Orbital gap (eV): 8.1
Multiplicity: 1
Total energy (eV): -70861.6814
Maximum force (Eh/bohr): 0.0793
SMILES: c1cc[nH]c1.c1cc[nH]c1.c1cc[nH]c1.c1cc[nH]c1.c1cc[nH]c1.c1cc[nH]c1.c1cc[nH]c1.c1cc[nH]c1.c1cc[nH]c1.c1cc[nH]c1.c1cc[nH]c1.CCN(CC)CC
ΔE to the lowest compared entry with this formula, charge and spin (kJ/mol): 263.12
M (g/mol): 839.2

Here are the Löwdin charges for atoms 1 to 2, given in e: -0.110 -0.090


Entry 2:
Entry from the Open Molecules 2025 dataset: a cluster of 8 separate species, C40H76BN4O11 in total in a non-equilibrium geometry (wB97M-V/def2-TZVPD).

XYZ file:
```
132
Properties=species:S:1:pos:R:3
C 2.72 -2.58 -0.92
C 3.07 -3.40 0.29
C 1.79 -4.06 0.83
C 2.04 -5.03 1.96
N 0.78 -5.65 2.51
C 1.11 -6.81 3.44
C 1.38 -8.04 2.56
C 0.69 -7.72 1.21
C 0.02 -6.34 1.38
C -0.17 -4.67 3.17
C 0.43 -3.96 4.37
C -0.48 -2.77 4.68
H 2.29 -3.08 -1.78
H 3.60 -2.12 -1.37
H 2.04 -1.78 -0.60
H 3.52 -2.77 1.07
H 3.82 -4.16 0.05
H 1.27 -4.51 -0.02
H 1.06 -3.30 1.12
H 2.49 -4.47 2.78
H 2.69 -5.80 1.55
H 0.31 -6.90 4.17
H 2.03 -6.51 3.93
H 1.14 -9.03 2.94
H 2.45 -8.10 2.38
H -0.10 -8.43 0.98
H 1.48 -7.71 0.46
H -0.96 -6.51 1.81
H -0.02 -5.77 0.46
H -0.99 -5.31 3.50
H -0.56 -3.99 2.41
H 1.46 -3.64 4.19
H 0.50 -4.53 5.30
H -0.33 -2.37 5.67
H -1.53 -3.10 4.62
H -0.34 -2.05 3.87
C -4.31 2.61 -1.57
C -2.86 3.02 -1.36
C -2.32 2.55 0.01
C -1.11 3.45 0.32
N -0.58 3.54 1.74
C 0.48 4.59 1.80
C 1.75 3.98 1.16
C 1.61 2.49 1.48
C 0.23 2.29 2.10
C -1.71 3.73 2.75
C -2.47 5.05 2.60
C -1.81 6.38 3.03
H -4.61 1.57 -1.45
H -4.54 2.76 -2.63
H -4.92 3.27 -0.95
H -2.77 4.09 -1.48
H -2.25 2.47 -2.08
H -2.03 1.51 0.10
H -3.09 2.84 0.73
H -1.34 4.49 0.12
H -0.29 3.14 -0.33
H 0.74 4.69 2.85
H 0.17 5.49 1.28
H 2.64 4.36 1.65
H 1.85 4.30 0.12
H 2.46 2.20 2.09
H 1.68 1.78 0.65
H 0.43 2.28 3.17
H -0.34 1.46 1.69
H -1.28 3.63 3.75
H -2.34 2.87 2.55
H -3.38 4.97 3.21
H -2.83 5.16 1.58
H -1.03 6.61 2.31
H -1.29 6.28 3.99
H -2.53 7.18 3.15
O -0.29 1.54 -4.86
C 0.08 0.88 -3.95
O -0.72 0.16 -3.17
B 0.08 -0.48 -2.11
O 1.45 -0.01 -2.33
C 1.53 0.74 -3.42
O 2.46 1.33 -3.84
O -0.09 -1.92 -2.12
C -0.61 -2.32 -0.98
O -0.94 -3.41 -0.62
C -0.78 -1.05 -0.08
O -0.36 -0.01 -0.78
O -1.24 -1.02 1.02
N -3.54 0.19 -4.47
C -4.39 -0.31 -3.53
C -5.70 -0.12 -3.95
C -5.62 0.55 -5.21
C -4.29 0.63 -5.52
H -2.53 0.26 -4.51
H -4.01 -0.78 -2.64
H -6.59 -0.37 -3.40
H -6.37 0.89 -5.91
H -3.66 1.02 -6.31
N -3.32 -0.84 4.05
C -2.39 0.16 3.87
C -2.66 1.12 4.81
C -3.87 0.84 5.44
C -4.24 -0.41 4.99
H -3.41 -1.65 3.48
H -1.56 0.09 3.19
H -2.05 1.99 4.97
H -4.33 1.43 6.21
H -5.10 -1.03 5.19
C 1.76 -2.67 -5.33
C 3.02 -2.68 -4.49
O 3.35 -4.08 -4.34
H 2.00 -2.72 -6.39
H 1.24 -1.71 -5.20
H 1.01 -3.37 -4.96
H 2.95 -2.09 -3.58
H 3.78 -2.13 -5.05
H 4.28 -4.13 -4.59
C 4.43 2.49 -1.08
C 5.27 3.53 -1.84
O 6.43 3.93 -1.07
H 3.99 1.79 -1.80
H 3.60 2.98 -0.57
H 5.06 1.91 -0.41
H 4.71 4.43 -2.09
H 5.67 2.99 -2.70
H 7.03 3.18 -1.09
C 1.55 5.81 -3.94
C 1.62 4.35 -3.46
O 0.63 4.13 -2.46
H 0.53 6.06 -4.23
H 2.27 5.99 -4.74
H 1.81 6.44 -3.09
H 2.66 4.33 -3.10
H 1.57 3.59 -4.24
H 0.10 3.39 -2.77
```

Calculated values
HOMO (eV): -9.29
Orbital gap (eV): 7.3
Multiplicity: 1
Total energy (eV): -71869.6646
Maximum force (Eh/bohr): 0.0457
Net charge: +1
M (g/mol): 799.9

Here are the Löwdin charges for atoms 1 to 2, given in e: -0.090 -0.220


Entry 3:
Entry from the Open Molecules 2025 dataset: the molecule C22H36N4O3 (wB97M-V/def2-TZVPD).

XYZ file:
```
65
Properties=species:S:1:pos:R:3
C 1.98 -1.40 -4.18
O 1.10 -0.34 -4.49
C 1.50 0.37 -5.65
C 0.54 1.52 -5.85
C 0.63 2.56 -4.73
C -0.68 3.28 -4.45
C -1.82 2.44 -3.89
O -2.96 2.86 -3.88
N -1.50 1.23 -3.37
C -2.53 0.33 -2.85
C -2.00 -1.10 -2.84
C -0.91 -1.32 -1.80
C -1.37 -0.95 -0.39
N -0.26 -1.14 0.56
C 0.41 -2.44 0.46
C -0.50 -0.73 1.87
O -1.61 -0.46 2.30
C 0.70 -0.58 2.70
C 2.01 -0.35 2.37
N 2.77 -0.15 3.48
C 1.93 -0.25 4.49
N 0.67 -0.51 4.08
C -0.50 -0.62 4.96
C -0.04 -0.85 6.40
C 1.05 0.13 6.80
C 1.39 0.03 8.28
C 2.28 -0.12 5.94
C -1.83 0.51 -0.42
C -2.95 0.73 -1.43
H 1.60 -1.90 -3.29
H 2.03 -2.13 -5.00
H 2.99 -1.03 -3.98
H 2.53 0.74 -5.52
H 1.50 -0.30 -6.52
H 0.72 1.99 -6.82
H -0.47 1.09 -5.89
H 0.99 2.08 -3.81
H 1.40 3.30 -4.98
H -0.53 4.09 -3.73
H -1.07 3.74 -5.36
H -0.58 0.85 -3.52
H -3.39 0.42 -3.51
H -2.84 -1.76 -2.62
H -1.63 -1.36 -3.83
H -0.59 -2.36 -1.86
H -0.03 -0.71 -2.03
H -2.22 -1.60 -0.10
H 1.01 -2.62 1.34
H -0.33 -3.25 0.38
H 1.06 -2.48 -0.41
H 2.43 -0.31 1.37
H -1.09 0.29 4.88
H -1.12 -1.44 4.61
H -0.91 -0.75 7.05
H 0.34 -1.87 6.51
H 0.69 1.15 6.59
H 1.72 -0.98 8.53
H 2.19 0.72 8.55
H 0.52 0.26 8.90
H 2.76 -1.05 6.26
H 3.03 0.67 6.04
H -2.17 0.83 0.56
H -0.96 1.12 -0.68
H -3.25 1.78 -1.44
H -3.82 0.15 -1.15
```

Calculated values
HOMO (eV): -8.61
Orbital gap (eV): 9.2
Multiplicity: 1
Total energy (eV): -35502.9740
Maximum force (Eh/bohr): 0.0061
SMILES: COCCCCC(=O)N[C@H]1CC[C@@H](N(C)C(=O)c2cnc3n2CC[C@@H](C)C3)CC1
ΔE to the lowest compared entry with this formula, charge and spin (kJ/mol): 33.05
M (g/mol): 404.6

Here are the Löwdin charges for atoms 1 to 2, given in e: -0.096 -0.226


Entry 4:
Entry from the Open Molecules 2025 dataset: a cluster of 2 separate species, C2H10N4O in total in a non-equilibrium geometry (wB97M-V/def2-TZVPD).

XYZ file:
```
17
Properties=species:S:1:pos:R:3
N 1.32 1.72 -0.52
N 1.82 0.91 0.53
C 2.28 -0.35 0.31
O 2.12 -0.97 -0.72
H 0.30 1.62 -0.55
H 1.68 1.33 -1.39
H 2.10 1.44 1.34
H 2.76 -0.76 1.22
N -2.23 -1.52 0.04
C -1.19 -0.53 0.31
N -1.47 0.73 -0.34
H -2.11 -2.34 0.61
H -2.22 -1.80 -0.93
H -1.15 -0.37 1.39
H -0.12 -0.80 0.05
H -2.35 1.10 0.00
H -1.55 0.60 -1.35
```

Calculated values
HOMO (eV): -9.12
Orbital gap (eV): 10.1
Multiplicity: 1
Total energy (eV): -10243.3653
Maximum force (Eh/bohr): 0.0276
SMILES: NNC=O.NCN
ΔE to the lowest compared entry with this formula, charge and spin (kJ/mol): 169.92
M (g/mol): 106.1

Here are the Löwdin charges for atoms 1 to 2, given in e: 0.027 -0.063